Formula: C65H143N8O10
Source: OMol25
Level of theory: wB97M-V/def2-TZVPD

Results
Maximum force = 6.4 eV/A
HOMO = -17.0 eV
E = -3751.02632 a.u.
HOMO-LUMO gap = 7.27 eV
Charge = +5
LUMO energy = -9.698 eV

Geometry (Å):
H: -20.717 -16.050 -5.806
C: -26.003 -25.298 -0.664
H: -23.692 -24.551 3.458
C: -23.663 -20.503 5.923
C: -16.717 -15.642 -8.504
H: -22.488 -27.948 -2.772
H: -19.317 -20.795 1.238
H: -17.979 -24.077 -5.574
H: -17.381 -17.498 -7.833
H: -15.054 -21.145 -1.100
C: -26.317 -19.015 2.266
O: -16.916 -21.270 2.386
H: -18.733 -23.863 -3.358
H: -23.711 -26.885 -0.746
H: -22.235 -21.438 3.196
O: -24.062 -23.727 3.783
H: -16.647 -25.782 0.546
N: -20.308 -17.147 -7.607
C: -16.122 -21.067 -0.898
C: -15.266 -24.880 -0.809
C: -21.126 -19.374 -6.874
H: -23.220 -17.327 -6.906
C: -19.663 -17.677 -2.645
H: -21.677 -18.921 -4.793
H: -13.432 -16.835 4.902
O: -23.844 -24.767 2.030
H: -16.029 -17.859 -4.204
H: -16.383 -18.354 1.268
H: -19.000 -15.709 0.809
C: -21.564 -28.660 4.027
N: -24.588 -18.864 4.284
H: -18.248 -24.720 -1.134
H: -22.870 -17.476 4.800
C: -16.638 -17.295 1.237
C: -26.283 -24.208 -2.946
H: -17.714 -27.507 -3.550
O: -17.185 -21.293 -3.035
H: -26.391 -18.322 0.127
H: -25.273 -18.129 6.130
C: -17.880 -16.707 -8.393
H: -17.471 -18.887 -4.329
H: -25.847 -22.243 -0.430
H: -21.741 -19.737 5.874
H: -25.807 -24.197 -3.926
C: -23.122 -18.519 4.609
C: -18.593 -24.898 -3.669
C: -16.120 -24.476 -3.110
C: -22.986 -28.264 3.767
C: -21.858 -20.811 1.178
C: -25.600 -22.374 -1.483
H: -22.993 -21.339 5.723
N: -20.912 -21.438 0.125
C: -24.837 -18.689 2.745
C: -19.353 -28.575 2.797
H: -19.548 -29.608 2.508
O: -19.895 -17.320 -3.908
O: -25.011 -22.839 1.898
H: -24.116 -19.268 2.168
C: -20.611 -26.446 3.283
H: -20.768 -24.569 -5.242
H: -20.100 -25.942 2.462
H: -24.632 -17.629 2.597
C: -16.870 -22.511 2.183
H: -14.087 -24.020 -2.616
H: -19.274 -18.992 -8.096
H: -16.925 -14.606 1.628
H: -21.800 -21.357 -3.938
C: -16.679 -20.542 -2.168
H: -25.158 -21.438 -1.825
H: -15.222 -18.581 3.200
C: -17.059 -29.130 4.031
C: -22.733 -19.285 5.846
C: -21.649 -28.120 1.685
H: -17.787 -17.191 4.479
H: -21.672 -23.345 0.408
H: -23.914 -23.626 -0.548
H: -14.449 -25.105 -0.123
O: -17.623 -23.137 1.451
H: -21.308 -29.056 1.240
H: -15.858 -16.089 4.237
C: -19.968 -24.907 -5.900
C: -17.491 -15.225 2.323
N: -16.322 -19.101 -2.564
C: -15.525 -16.434 3.258
O: -18.604 -17.490 -2.128
H: -15.990 -24.336 -4.183
H: -22.470 -18.888 3.817
H: -23.816 -23.274 -2.293
H: -20.199 -17.593 -9.706
H: -18.149 -17.067 -9.386
H: -15.382 -18.805 -2.344
C: -19.588 -20.730 0.184
C: -21.390 -21.338 2.515
H: -16.907 -18.376 -2.172
H: -26.631 -19.935 2.758
C: -20.844 -22.699 2.314
H: -27.031 -18.245 2.558
C: -21.598 -21.516 -1.264
H: -19.764 -21.737 -2.517
C: -19.824 -16.100 2.831
H: -19.919 -15.649 3.818
H: -16.273 -23.938 2.208
H: -24.276 -20.602 6.819
H: -27.655 -22.715 -2.057
C: -20.895 -17.158 -8.989
C: -13.556 -17.771 4.357
H: -16.310 -15.764 -9.508
C: -19.894 -18.595 -7.292
C: -16.859 -26.834 -3.485
H: -16.830 -30.167 4.274
C: -21.372 -22.345 -3.764
H: -23.740 -27.384 1.886
H: -19.081 -29.692 4.757
H: -19.280 -18.496 -6.397
H: -20.122 -24.216 -6.729
H: -21.866 -19.730 1.043
C: -26.387 -19.273 0.660
H: -26.642 -22.078 -3.322
C: -20.766 -22.847 0.754
H: -16.683 -28.654 3.125
H: -20.473 -23.232 -1.905
C: -14.580 -17.700 3.202
H: -21.584 -25.969 3.163
H: -25.325 -16.939 4.832
H: -22.073 -23.172 -3.877
O: -15.928 -23.213 2.733
H: -18.650 -27.968 4.694
H: -21.193 -28.407 5.021
H: -26.294 -26.324 -0.889
H: -18.723 -28.129 2.028
H: -19.909 -19.725 -0.088
H: -15.973 -15.847 -7.735
H: -20.179 -26.308 4.274
N: -20.769 -27.941 2.947
H: -24.840 -26.623 -2.897
H: -23.010 -19.261 -5.924
H: -21.812 -17.739 -9.084
H: -19.417 -18.027 2.038
H: -27.081 -24.950 -2.947
C: -19.111 -16.160 -7.517
H: -21.245 -23.486 2.953
C: -16.445 -25.855 -0.523
H: -26.921 -24.744 -0.468
H: -22.624 -18.710 6.766
C: -24.335 -23.721 2.512
C: -17.828 -17.576 3.460
H: -15.820 -19.652 -4.655
H: -16.364 -20.347 -0.116
H: -22.935 -16.767 -5.325
H: -21.503 -26.408 -2.841
H: -25.683 -20.579 5.119
C: -24.491 -23.468 -1.459
H: -17.394 -18.575 3.509
C: -22.065 -27.107 -2.222
C: -21.304 -16.390 -6.660
H: -24.390 -20.917 3.892
N: -17.320 -25.451 -2.906
H: -21.428 -27.623 -1.504
H: -23.616 -29.083 4.116
H: -21.207 -16.142 -9.234
H: -20.790 -17.595 -3.695
C: -24.303 -25.752 -2.521
H: -21.811 -20.489 -1.561
C: -23.207 -26.306 -1.520
C: -24.669 -20.359 4.785
C: -23.099 -28.200 2.219
N: -16.893 -16.669 2.542
H: -22.847 -21.262 1.094
H: -20.855 -20.377 -6.545
H: -19.482 -25.427 -3.325
C: -18.622 -28.912 4.149
H: -13.850 -18.600 5.001
H: -17.626 -17.368 0.783
H: -19.031 -21.354 -0.515
N: -25.241 -24.722 -1.865
C: -22.049 -18.761 -5.805
H: -26.514 -18.336 4.882
H: -14.177 -17.833 2.198
H: -21.554 -15.489 -7.219
C: -20.704 -22.261 -2.344
H: -23.512 -29.095 1.756
H: -14.941 -15.662 2.755
H: -18.368 -26.486 -1.291
C: -22.443 -17.292 -6.143
H: -19.851 -18.027 3.727
H: -16.433 -26.750 -4.485
H: -25.543 -19.857 0.294
H: -25.372 -25.361 0.222
H: -20.644 -22.466 -4.566
H: -16.592 -28.549 4.826
H: -16.021 -27.289 -2.956
H: -14.519 -25.800 -2.440
H: -19.813 -22.702 2.670
H: -22.910 -25.501 -0.848
H: -16.521 -23.528 -2.752
C: -18.559 -24.932 -5.228
C: -25.500 -17.987 5.073
H: -15.627 -23.924 -0.428
C: -19.267 -17.495 2.977
H: -22.570 -21.994 -1.138
H: -16.106 -26.862 -0.766
H: -20.653 -20.690 2.990
H: -15.970 -16.598 0.730
H: -27.294 -19.848 0.472
H: -19.872 -23.354 0.391
H: -19.358 -14.290 1.708
H: -17.075 -14.621 -8.372
H: -16.518 -22.076 -0.788
O: -20.625 -18.073 -2.040
H: -17.377 -14.878 3.350
H: -21.390 -29.735 3.983
C: -26.672 -22.813 -2.517
H: -20.173 -25.917 -6.255
H: -18.967 -16.002 -6.448
H: -21.772 -19.712 -7.685
H: -21.413 -27.299 1.008
C: -14.830 -24.762 -2.323
H: -12.619 -18.123 3.926
H: -23.834 -25.225 -3.351
H: -20.868 -16.082 2.516
H: -17.934 -25.749 -5.589
C: -17.703 -25.628 -1.392
H: -23.425 -27.339 4.141
C: -16.397 -18.883 -4.142
H: -19.391 -15.198 -7.948
C: -18.969 -15.302 1.820

Results of the Löwdin charge analysis, in e, for atoms 1 through 4:
1 H 0.101
2 C 0.053
3 H 0.022
4 C -0.127

Formula: C65H144CdN12O15
Source: OMol25
Level of theory: wB97M-V/def2-TZVPD

Results
Maximum force = 3.6 eV/A
HOMO = -16.4 eV
E = -4514.67914 a.u.
HOMO-LUMO gap = 10.16 eV
Charge = +4
LUMO energy = -6.254 eV

Geometry (Å):
H: 14.694 14.658 10.558
H: 18.587 21.391 12.955
C: 19.773 15.934 23.568
O: 13.578 15.915 17.695
O: 11.936 17.073 16.898
O: 15.898 18.951 20.270
C: 18.561 15.329 24.319
N: 13.124 16.993 17.281
C: 22.137 19.993 22.764
H: 10.690 19.013 14.609
C: 18.610 20.735 10.182
C: 20.638 13.258 15.654
H: 14.649 21.381 21.455
H: 19.960 16.649 21.573
H: 12.300 10.239 12.015
H: 10.924 21.115 19.299
H: 18.461 14.782 13.781
H: 7.425 18.175 13.118
C: 16.149 15.652 23.624
O: 19.370 19.002 19.412
N: 15.970 16.412 14.898
H: 9.585 19.178 12.350
C: 14.269 15.167 11.421
H: 20.502 22.118 21.506
H: 16.212 21.855 23.090
H: 20.779 13.976 13.548
H: 14.825 16.077 11.531
C: 12.090 10.921 16.972
H: 19.233 21.524 19.157
C: 13.638 19.690 22.446
H: 19.875 19.372 11.210
H: 17.952 12.660 15.949
H: 22.436 19.029 24.638
H: 20.015 15.580 15.166
H: 10.180 12.065 17.253
H: 14.107 9.730 15.348
C: 20.718 21.453 20.645
H: 12.429 21.923 19.020
H: 15.052 14.063 24.612
H: 19.306 12.458 17.907
C: 19.597 13.511 17.861
H: 18.759 14.358 24.808
H: 10.512 20.465 21.860
N: 16.091 14.518 19.362
C: 8.327 18.102 13.765
H: 22.284 19.151 20.815
H: 8.327 17.086 14.257
H: 11.946 10.148 14.399
H: 22.396 20.913 23.271
H: 18.548 17.961 12.778
N: 12.149 18.695 13.206
C: 13.178 10.399 12.672
H: 23.364 21.137 18.658
H: 12.402 19.214 19.512
C: 13.818 10.766 15.124
H: 21.149 14.670 18.766
H: 16.868 13.261 23.701
H: 14.359 20.735 14.722
H: 13.764 20.152 20.014
H: 25.015 26.466 19.855
H: 11.590 20.165 11.817
C: 17.952 15.976 21.998
H: 22.492 18.656 14.217
H: 18.054 13.034 13.625
H: 11.441 14.223 16.632
C: 15.742 20.825 23.044
H: 17.586 14.338 16.157
H: 22.659 23.592 19.092
H: 22.471 17.875 23.291
H: 18.756 14.065 18.235
H: 20.197 20.515 20.733
H: 21.084 19.789 22.852
H: 16.444 20.209 22.555
H: 10.863 22.710 21.163
C: 12.780 15.399 11.376
H: 10.801 12.035 15.625
H: 14.164 18.813 22.006
O: 16.480 19.419 18.202
H: 17.496 17.007 22.092
H: 16.274 16.735 23.792
H: 13.773 17.795 12.207
H: 16.862 13.655 21.951
H: 12.454 15.797 10.418
H: 18.463 13.297 22.808
C: 11.726 21.989 21.041
H: 15.558 15.547 22.696
O: 16.368 16.808 13.746
N: 13.429 11.402 16.447
H: 14.681 16.974 25.416
H: 21.129 20.633 13.411
H: 18.864 17.561 14.469
C: 10.805 18.285 13.807
H: 11.611 13.889 20.464
H: 20.889 11.912 19.980
H: 12.768 15.997 13.472
H: 14.054 11.891 18.380
C: 14.414 11.199 17.581
H: 12.184 17.815 11.245
H: 20.723 15.782 16.821
C: 20.703 20.018 14.208
H: 16.276 14.851 25.607
C: 21.432 18.619 14.384
C: 20.637 12.999 20.014
C: 12.682 17.712 12.188
H: 19.595 13.182 20.316
H: 22.652 22.582 21.972
H: 14.199 10.206 17.904
H: 12.876 14.376 21.596
C: 19.878 15.478 16.236
C: 17.427 13.733 22.881
C: 18.341 19.810 15.041
H: 20.820 16.672 13.440
H: 20.730 15.434 23.814
Cd: 15.961 17.199 18.035
H: 13.028 17.411 20.149
H: 20.774 20.844 17.576
H: 12.499 19.148 15.181
H: 10.849 16.093 20.098
C: 13.244 12.942 16.235
H: 20.810 12.253 15.968
H: 21.794 13.293 18.153
O: 16.706 16.760 15.847
C: 19.431 20.343 11.373
O: 18.262 17.244 18.816
C: 11.634 18.467 21.533
H: 11.019 17.316 14.355
H: 13.518 15.868 24.652
N: 16.451 19.721 19.442
H: 14.147 15.611 26.400
H: 18.970 16.070 16.491
H: 17.664 19.963 12.481
N: 19.624 13.961 16.442
H: 20.704 20.614 15.099
C: 22.756 18.881 23.583
O: 14.927 15.772 15.116
H: 13.328 19.420 23.484
H: 15.150 19.270 13.881
H: 13.236 17.010 21.804
H: 9.649 17.380 12.225
C: 11.880 21.289 19.710
O: 19.686 18.165 17.427
H: 19.208 20.725 9.189
H: 23.775 20.133 21.171
H: 14.749 11.294 14.923
H: 12.241 11.802 13.965
C: 14.355 15.976 25.371
C: 11.469 20.853 21.985
H: 19.880 16.961 23.862
N: 17.500 15.183 23.262
C: 12.333 14.690 20.697
H: 24.770 24.265 20.450
C: 24.008 26.062 19.648
C: 11.956 13.347 16.958
H: 8.289 18.865 14.548
H: 15.632 20.486 24.102
H: 12.265 14.438 11.451
C: 15.503 15.038 24.844
H: 18.484 20.847 15.356
C: 22.657 20.070 21.268
C: 12.154 20.090 12.699
C: 14.418 20.959 22.432
H: 13.789 11.217 12.282
H: 17.669 20.128 10.032
C: 20.908 13.649 18.701
H: 11.844 9.978 16.553
H: 10.931 15.765 21.788
H: 21.513 22.461 17.639
H: 17.632 15.442 21.168
C: 23.801 24.808 20.473
C: 11.548 15.947 20.950
C: 18.303 13.682 15.700
C: 11.116 12.073 16.706
H: 20.052 23.117 19.385
C: 19.246 18.098 13.599
H: 23.841 25.769 18.617
H: 20.242 21.036 11.413
H: 13.008 14.919 19.885
H: 12.057 13.498 18.027
H: 21.001 18.050 12.270
O: 16.716 14.717 18.296
N: 19.241 19.576 13.857
H: 23.326 26.885 19.845
C: 14.187 19.838 13.981
C: 20.655 17.732 13.322
O: 15.569 15.436 19.970
H: 11.641 21.028 23.016
H: 20.326 12.289 13.808
C: 19.488 15.883 22.097
N: 19.082 18.182 18.535
O: 17.016 20.742 19.720
O: 15.931 13.398 19.806
H: 21.180 13.450 20.864
C: 12.448 17.226 21.107
N: 22.188 21.241 20.472
H: 14.166 20.058 11.741
H: 12.075 10.736 18.049
H: 23.805 18.804 23.483
C: 12.704 20.039 20.082
O: 13.891 18.039 17.290
H: 13.496 17.830 14.688
C: 20.183 22.000 19.330
C: 13.123 18.842 14.367
H: 11.253 18.362 22.559
H: 13.886 21.729 22.970
H: 23.928 22.305 20.872
H: 21.594 13.816 15.800
H: 14.578 14.612 12.341
H: 13.799 9.533 12.649
C: 12.728 10.821 14.060
H: 17.307 19.675 14.779
H: 11.652 20.734 13.461
H: 18.272 21.775 10.211
N: 12.430 19.777 21.545
H: 21.714 24.287 20.379
C: 18.678 13.744 14.244
H: 14.136 13.424 16.646
H: 11.303 16.164 12.593
H: 10.843 18.529 20.837
H: 13.188 13.182 15.143
C: 22.865 22.530 20.928
H: 18.173 15.890 25.159
C: 13.599 20.428 12.595
C: 21.230 21.588 18.252
C: 22.356 20.918 19.050
H: 12.728 22.397 21.377
H: 21.274 18.314 15.387
C: 18.652 20.343 12.667
H: 22.197 19.873 18.903
H: 19.696 14.890 21.733
C: 9.585 18.247 12.924
H: 23.685 25.179 21.505
C: 12.343 16.289 12.507
C: 22.652 23.855 20.168
H: 18.609 19.133 15.841
H: 13.710 21.513 12.609
H: 15.427 11.303 17.228
C: 20.203 13.280 14.194

Results of the Löwdin charge analysis, in e, for atoms 1 through 4:
1 H 0.081
2 H 0.145
3 C -0.132
4 O -0.068